No. 1
Here is a structure of composition C21H55AlBO8 at a distorted geometry from OMol25. Energies are from the ωB97M-V functional and the def2-TZVPD basis.

Geometry as ORCA input:
```
! RIJCOSX wB97M-V def2-TZVPD def2/J DEFGRID3
* xyz -1 1
C 4.388 -3.841 0.137
B 3.213 -3.176 1.019
O 3.215 -1.734 1.073
Al 1.695 -4.231 2.030
C 0.320 -2.813 2.682
C -1.093 -3.238 2.088
C -1.919 -2.038 1.523
C -2.828 -2.366 0.282
O -3.181 -3.758 0.128
C -4.052 -4.183 1.075
O -4.638 -5.233 1.003
H 4.393 -4.953 0.165
H 5.379 -3.453 0.501
H 4.276 -3.462 -0.915
H 2.369 -1.447 0.684
H 2.212 -4.991 3.362
H 1.003 -5.281 1.014
H 0.585 -1.791 2.330
H 0.265 -2.856 3.795
H -0.971 -4.023 1.308
H -1.642 -3.741 2.925
H -1.197 -1.258 1.183
H -2.535 -1.544 2.314
H -2.263 -2.077 -0.630
H -3.720 -1.700 0.324
H -4.232 -3.550 1.985
C 0.454 1.797 4.866
C 1.427 0.658 5.136
C 2.795 1.186 5.543
O 1.551 -0.154 3.976
H 0.810 2.425 4.044
H -0.520 1.402 4.568
H 0.322 2.426 5.750
H 1.031 0.018 5.928
H 3.228 1.793 4.742
H 3.484 0.359 5.726
H 2.733 1.797 6.447
H 1.901 0.394 3.263
C -2.524 6.174 5.462
C -1.832 4.909 5.948
C -2.168 4.617 7.402
O -0.420 5.046 5.799
H -2.200 7.041 6.045
H -2.268 6.374 4.420
H -3.610 6.087 5.545
H -2.133 4.064 5.325
H -1.831 5.433 8.049
H -1.658 3.712 7.738
H -3.243 4.484 7.541
H -0.133 5.790 6.342
C -2.934 0.870 -3.330
C -2.949 1.295 -1.869
C -2.795 2.801 -1.728
O -1.894 0.636 -1.174
H -1.985 1.137 -3.801
H -3.037 -0.214 -3.413
H -3.746 1.342 -3.889
H -3.884 0.977 -1.402
H -1.841 3.134 -2.149
H -2.796 3.089 -0.674
H -3.603 3.332 -2.236
H -1.060 0.906 -1.578
C 3.330 -2.897 -5.524
C 3.325 -2.510 -4.053
C 3.380 -1.000 -3.877
O 4.436 -3.110 -3.393
H 4.247 -2.551 -6.012
H 3.298 -3.982 -5.635
H 2.474 -2.467 -6.050
H 2.426 -2.902 -3.574
H 4.299 -0.593 -4.311
H 3.383 -0.739 -2.817
H 2.524 -0.515 -4.355
H 5.244 -2.776 -3.801
C 0.137 -0.207 -7.691
C -0.780 0.821 -7.047
C -0.726 2.152 -7.782
O -0.407 1.010 -5.683
H 1.177 0.131 -7.663
H 0.092 -1.153 -7.149
H -0.141 -0.387 -8.732
H -1.806 0.447 -7.044
H 0.286 2.567 -7.756
H -1.383 2.881 -7.303
H -1.029 2.041 -8.825
H 0.499 1.341 -5.666
*
```

Properties
* energy: -1702.30379 hartree
* gap between HOMO and LUMO: 5.28 eV
* LUMO energy: 1.98 eV

---

No. 2
Here is a cluster of 2 separate species, C2F6NO2S in total at a distorted geometry from OMol25. Energies are from the ωB97M-V functional and the def2-TZVPD basis.

Geometry as ORCA input:
```
! RIJCOSX wB97M-V def2-TZVPD def2/J DEFGRID3
* xyz -1 1
C -1.407 -0.276 -0.553
C 0.800 1.502 1.076
N -0.108 -0.548 -0.359
O 0.580 -2.922 0.073
O 2.177 -1.355 -0.961
F -1.842 0.543 0.389
F -1.714 0.407 -1.735
F -2.331 -1.299 -0.694
F 0.851 2.391 0.084
F 2.045 1.192 1.427
F 0.163 2.128 2.066
S 0.787 -1.764 -0.814
*
```

Properties
* energy: -1278.81838 hartree
* gap between HOMO and LUMO (alpha / beta): 7.72 / 8.44 eV
* LUMO energy (alpha / beta): 3.05 / 2.71 eV

---

No. 3
Here is a structure of composition C22H12F6N4O6RhS4 at a distorted geometry from OMol25. Energies are from the ωB97M-V functional and the def2-TZVPD basis.

Geometry as ORCA input:
```
! RIJCOSX wB97M-V def2-TZVPD def2/J DEFGRID3
* xyz 1 5
Rh -1.084 0.878 -0.520
F -2.734 2.843 2.732
C -2.471 3.413 1.565
F -2.557 4.728 1.665
F -1.216 3.093 1.196
S -3.650 2.762 0.249
O -2.727 2.443 -0.847
O -4.642 3.747 0.042
N -4.288 1.427 0.874
S -3.420 0.130 0.791
O -3.256 -0.330 -0.570
O -2.112 0.277 1.439
C -4.262 -1.175 1.755
F -4.388 -0.808 3.016
F -5.433 -1.438 1.205
F -3.440 -2.224 1.664
S 5.555 3.597 0.221
C 5.571 5.290 0.169
C 4.313 5.793 0.190
C 3.328 4.780 0.216
C 3.846 3.530 0.249
C 3.160 2.231 0.204
C 1.766 2.198 0.084
N 1.093 1.078 -0.088
C 1.746 -0.103 -0.124
C 3.123 -0.177 0.034
C 3.777 -1.456 -0.014
C 3.071 -2.603 -0.167
C 1.646 -2.539 -0.357
C 0.825 -3.680 -0.455
C -0.523 -3.548 -0.645
C -1.034 -2.251 -0.804
N -0.298 -1.159 -0.655
C 1.020 -1.291 -0.396
C -1.476 -4.667 -0.679
C -1.257 -6.003 -0.500
C -2.434 -6.788 -0.605
C -3.541 -6.033 -0.829
S -3.143 -4.383 -0.962
C 3.837 1.028 0.192
H 6.509 5.817 0.171
H 4.047 6.836 0.168
H 2.295 5.027 0.223
H 1.148 3.081 0.119
H 4.866 -1.476 0.080
H 3.560 -3.571 -0.163
H 1.286 -4.650 -0.363
H -2.068 -2.048 -1.007
H -0.290 -6.454 -0.307
H -2.421 -7.855 -0.465
H -4.558 -6.349 -0.958
H 4.925 0.980 0.288
O -0.335 3.746 -2.767
N -0.849 2.723 -2.861
O -0.408 1.586 -2.693
*
```

Properties
* energy: -3818.13907 hartree
* gap between HOMO and LUMO (alpha / beta): 7.19 / 5.64 eV
* ⟨S²⟩: 6.009
* energy above the lowest of the compared OMol25 structures with the same formula, charge and spin: 0.0 kJ/mol
* LUMO energy (alpha / beta): -3.81 / -5.35 eV

---

No. 4
Here is a structure of composition C68H58N7OSr at a distorted geometry from OMol25. Energies are from the ωB97M-V functional and the def2-TZVPD basis.

Geometry as ORCA input:
```
! RIJCOSX wB97M-V def2-TZVPD def2/J DEFGRID3
* xyz -1 1
Sr 0.428 -0.064 -0.067
C 0.785 -2.177 -7.636
C 1.095 -2.896 -6.490
C 1.096 -2.275 -5.253
C 0.790 -0.922 -5.132
C 0.475 -0.210 -6.288
C 0.472 -0.829 -7.528
C 0.781 -0.279 -3.793
C 1.998 -0.333 -3.071
C 3.284 -0.713 -3.632
C 4.204 -0.572 -2.646
C 3.491 -0.107 -1.470
N 2.176 0.010 -1.774
C 4.099 0.309 -0.265
C 3.504 1.000 0.816
C 4.212 1.665 1.898
C 3.278 2.293 2.652
C 1.982 1.995 2.063
C 0.727 2.434 2.555
C 0.728 3.135 3.866
C 0.211 4.425 3.974
C 0.194 5.085 5.192
C 0.695 4.465 6.327
C 1.213 3.182 6.234
C 1.229 2.524 5.014
C -0.543 2.266 1.952
N -0.748 1.798 0.704
C -2.079 1.673 0.482
C -2.666 1.237 -0.722
C -4.141 1.019 -0.704
C -4.632 -0.261 -0.475
C -6.000 -0.485 -0.463
C -6.886 0.560 -0.682
C -6.401 1.839 -0.914
C -5.031 2.064 -0.924
C -2.022 0.886 -1.931
C -2.672 0.676 -3.211
C -1.712 0.280 -4.080
C -0.459 0.229 -3.336
N -0.700 0.645 -2.075
C -2.782 2.110 1.674
C -1.841 2.497 2.569
N 2.180 1.218 0.974
C 5.571 0.078 -0.174
C 6.078 -1.194 0.065
C 7.446 -1.408 0.135
C 8.327 -0.352 -0.034
C 7.833 0.922 -0.275
C 6.464 1.133 -0.347
H 0.782 -2.661 -8.602
H 1.328 -3.951 -6.558
H 1.328 -2.845 -4.362
H 0.214 0.840 -6.210
H 0.223 -0.254 -8.411
H 3.463 -1.011 -4.652
H 5.267 -0.733 -2.714
H 5.279 1.679 2.041
H 3.452 2.921 3.509
H -0.172 4.912 3.087
H -0.207 6.089 5.251
H 0.679 4.978 7.280
H 1.598 2.683 7.113
H 1.622 1.519 4.940
H -3.941 -1.080 -0.315
H -6.371 -1.486 -0.287
H -7.953 0.379 -0.674
H -7.083 2.661 -1.088
H -4.638 3.055 -1.104
H -3.722 0.814 -3.411
H -1.848 0.025 -5.117
H -3.851 2.115 1.804
H -2.006 2.864 3.568
H 5.388 -2.017 0.196
H 7.823 -2.405 0.324
H 9.395 -0.520 0.022
H 8.512 1.753 -0.414
H 6.073 2.122 -0.543
C -2.254 -3.080 -3.163
C -2.295 -3.287 -1.674
C -3.264 -4.130 -1.117
C -3.298 -4.301 0.257
C -4.318 -5.224 0.876
C -2.395 -3.645 1.083
C -1.402 -2.765 0.577
C -1.406 -2.637 -0.852
N -0.490 -2.039 1.267
C -0.313 -2.172 2.703
C 0.050 -3.594 3.173
C 0.335 -3.619 4.679
C 1.544 -2.732 4.980
C 1.243 -1.300 4.533
C 0.046 -0.771 5.324
C -1.175 -1.645 5.034
C -0.882 -3.091 5.446
C -1.483 -1.594 3.536
C 0.904 -1.288 3.043
H -2.455 -4.013 -3.692
H -1.284 -2.702 -3.491
H -3.003 -2.352 -3.479
H -3.969 -4.650 -1.755
H -5.037 -5.569 0.134
H -4.868 -4.723 1.676
H -3.840 -6.103 1.313
H -2.477 -3.823 2.142
H -0.663 -2.003 -1.331
H 0.942 -3.903 2.616
H -0.734 -4.310 2.923
H 0.546 -4.649 4.992
H 2.424 -3.113 4.453
H 1.771 -2.746 6.052
H 2.120 -0.667 4.710
H -0.170 0.263 5.036
H 0.276 -0.772 6.396
H -2.035 -1.269 5.598
H -1.754 -3.721 5.239
H -0.694 -3.143 6.524
H -1.628 -0.555 3.218
H -2.414 -2.112 3.326
H 1.761 -1.630 2.453
H 0.684 -0.260 2.738
N 0.766 2.826 -5.731
C -0.280 3.662 -5.498
O -0.906 4.180 -6.405
C -0.588 3.941 -4.061
C -1.848 4.409 -3.708
C -2.105 4.660 -2.374
C -1.100 4.431 -1.441
N 0.115 4.024 -1.773
C 0.358 3.792 -3.054
H 0.992 2.622 -6.690
H 1.175 2.266 -5.001
H -2.595 4.556 -4.477
H -3.075 5.007 -2.047
H -1.285 4.580 -0.384
H 1.366 3.464 -3.280
*
```

Properties
* energy: -3115.55186 hartree
* gap between HOMO and LUMO: 4.99 eV
* LUMO energy: 1.24 eV

---

No. 5
Here is a cluster of 10 separate species, C33H65NO12 in total at a distorted geometry from OMol25. Energies are from the ωB97M-V functional and the def2-TZVPD basis.

Geometry as ORCA input:
```
! RIJCOSX wB97M-V def2-TZVPD def2/J DEFGRID3
* xyz 0 1
C -2.097 0.087 0.927
C -1.625 0.806 -0.460
O -2.004 1.855 -0.747
N -0.549 0.106 -1.273
H 0.049 -0.633 -0.748
H -1.103 -0.354 -2.021
C 0.316 1.080 -2.019
H -2.156 0.480 1.781
H -1.400 -0.755 1.090
H -3.002 -0.161 1.055
H 1.068 1.666 -1.439
H 0.058 1.769 -2.826
H 0.886 0.126 -2.262
O 0.665 -1.780 0.161
H 1.361 -2.505 0.220
C -6.313 -1.642 0.126
C -5.456 -2.888 0.688
C -5.468 -4.090 -0.128
O -4.164 -2.312 0.894
H -5.890 -1.217 -0.791
H -6.298 -0.878 0.916
H -7.448 -2.071 -0.145
H -5.804 -3.234 1.666
H -4.830 -4.792 0.276
H -5.388 -3.828 -1.049
H -6.267 -4.768 -0.260
H -3.605 -2.897 0.916
C -1.669 -5.176 2.585
C -1.149 -4.669 1.237
C -1.704 -5.570 0.026
O -1.447 -3.359 1.052
H -1.030 -4.646 3.307
H -1.343 -6.079 2.791
H -2.786 -5.166 2.765
H -0.174 -4.851 1.328
H -2.593 -5.737 -0.075
H -1.465 -6.653 0.075
H -1.345 -5.164 -0.880
H -0.796 -3.013 0.519
C 5.174 -0.546 -0.336
C 3.910 -1.256 -0.091
C 3.928 -2.074 1.154
O 2.893 -0.199 -0.009
H 5.217 0.219 0.474
H 5.215 -0.175 -1.359
H 5.994 -1.142 -0.255
H 3.640 -1.825 -0.997
H 4.274 -3.101 0.878
H 3.009 -2.158 1.604
H 4.454 -1.785 1.870
H 2.036 -0.618 -0.084
C -0.151 -2.562 -3.519
C -1.492 -2.090 -3.720
C -2.403 -2.695 -2.754
O -1.675 -0.750 -3.683
H 0.009 -3.687 -3.805
H -0.032 -2.483 -2.550
H 0.671 -1.796 -3.872
H -1.913 -2.354 -4.637
H -2.033 -2.536 -1.733
H -2.197 -3.823 -2.922
H -3.502 -2.545 -3.139
H -1.287 -0.340 -4.480
C -0.835 3.433 3.402
C 0.529 3.841 3.913
C 0.533 5.406 4.286
O 0.697 3.022 5.110
H -1.059 3.927 2.354
H -1.616 3.803 4.098
H -0.926 2.392 3.199
H 1.321 3.547 3.137
H -0.334 5.657 4.959
H 0.421 5.881 3.450
H 1.646 5.680 4.539
H 1.496 2.434 4.722
C 2.116 -2.334 4.334
C 0.925 -2.025 3.455
C -0.350 -1.848 4.311
O 1.027 -0.907 2.571
H 3.093 -2.502 3.696
H 1.937 -3.232 4.830
H 2.520 -1.531 4.892
H 0.836 -2.805 2.707
H -1.275 -1.742 3.609
H -0.240 -0.943 4.785
H -0.686 -2.446 5.211
H 0.664 -1.062 1.698
C -1.144 7.071 -4.723
C -0.016 6.010 -5.075
C -0.362 4.600 -4.588
O 0.569 3.801 -4.586
C -1.667 4.401 -3.898
C -2.752 5.411 -3.837
C -2.457 6.794 -4.121
O -3.203 7.633 -4.034
H -0.818 7.953 -4.967
H 0.913 6.395 -5.279
H -1.877 3.355 -3.627
H -3.780 5.222 -3.553
C 6.702 4.055 -0.653
C 6.464 3.229 -1.999
C 5.154 2.550 -2.295
O 4.918 1.863 -3.309
C 4.056 2.724 -1.351
C 4.276 3.618 -0.150
C 5.579 4.343 0.173
O 5.533 5.139 1.016
H 7.755 4.359 -0.367
H 7.348 2.981 -2.640
H 3.098 2.053 -1.285
H 3.501 3.974 0.532
*
```

Properties
* energy: -2253.25385 hartree
* gap between HOMO and LUMO: 6.92 eV
* energy above the lowest of the compared OMol25 structures with the same formula, charge and spin: 1403.4 kJ/mol
* LUMO energy: -2.20 eV

---

No. 6
Here is a cluster of 2 separate species, C6H13N2OS in total at a distorted geometry from OMol25. Energies are from the ωB97M-V functional and the def2-TZVPD basis.

Geometry as ORCA input:
```
! RIJCOSX wB97M-V def2-TZVPD def2/J DEFGRID3
* xyz 1 3
C -0.655 0.777 2.367
C 0.771 0.618 1.737
C -0.043 -1.198 -2.377
C -1.545 0.713 1.116
C 0.880 -2.160 -1.548
C 1.712 0.255 -1.815
N 0.627 1.254 0.406
N 0.542 0.123 -2.378
O -0.613 0.754 0.006
S 2.337 -1.155 -1.126
H -0.716 -0.062 3.194
H -0.696 1.618 3.043
H 1.597 1.138 2.376
H 1.087 -0.514 1.480
H -0.048 -1.617 -3.299
H -1.150 -1.232 -1.969
H -2.140 -0.174 1.246
H -2.086 1.562 1.069
H 0.501 -2.451 -0.642
H 1.017 -3.056 -2.085
H 2.170 1.244 -1.910
H 0.257 0.860 -3.019
H 0.437 2.291 0.375
*
```

Properties
* energy: -818.85410 hartree
* gap between HOMO and LUMO (alpha / beta): 7.38 / 5.02 eV
* ⟨S²⟩: 2.007
* energy above the lowest of the compared OMol25 structures with the same formula, charge and spin: 192.9 kJ/mol
* LUMO energy (alpha / beta): -2.73 / -7.68 eV